The following is a DFT calculation (ωB97M-V/def2-TZVPD) of a 2-piece molecular cluster, C4H12N2 overall in a non-equilibrium geometry.

XYZ file:
```
18
Properties=species:S:1:pos:R:3:forces:R:3
C -1.68803 -0.93468 0.69525 -0.30 0.75 -0.45
C -2.63682 0.15308 0.13918 1.48 0.58 1.08
N -2.36321 1.51918 0.58396 -0.74 -0.18 -0.20
H -0.63367 -0.66410 0.65993 -0.02 0.20 -0.21
H -1.85248 -1.77722 0.02619 0.10 -0.60 0.58
H -1.92007 -1.10005 1.74236 -0.11 -0.54 0.05
H -3.63036 -0.10976 0.50576 -0.24 -0.10 -0.81
H -2.46821 0.17920 -0.93282 -0.84 -0.20 -0.24
H -1.79999 2.06304 -0.04231 0.33 0.02 0.28
H -2.17394 1.63678 1.56367 0.29 0.07 -0.04
C 3.17211 -1.15351 -0.34555 0.35 0.01 0.57
C 2.16449 -0.29890 -0.46908 -0.44 0.84 -1.54
N 2.34847 1.05526 -0.74345 0.12 0.27 -0.15
H 4.14763 -0.79052 -0.64938 0.19 0.01 0.47
H 3.12644 -2.09368 0.17726 -0.28 -0.35 -0.47
H 1.10783 -0.49743 -0.64644 0.10 -0.71 1.04
H 3.29690 1.40093 -0.75113 0.03 -0.16 -0.05
H 1.80289 1.41238 -1.51341 -0.03 0.10 0.09
```
Positions in Å, forces in eV/Å.

Kohn-Sham gap, eV: 9.34
SMILES: C=CN.CCN
Highest occupied orbital energy, eV: -8.4172

Löwdin analysis output, partial charges in e: -0.11, -0.33, -0.03, 0.04, 0.07, 0.06, 0.10, 0.10, 0.05, 0.06, -0.03, -0.31, 0.02, 0.04, 0.04, 0.09, 0.08, 0.08



The following is a DFT calculation (ωB97M-V/def2-TZVPD) of a 2-piece molecular cluster, C4H12N2 overall in a non-equilibrium geometry.

XYZ file:
```
18
Properties=species:S:1:pos:R:3:forces:R:3
C 2.12565 0.57664 -0.78002 2.21 -1.29 0.21
C 1.28805 -0.37324 0.01425 1.10 -0.12 0.60
C 1.25803 -0.31728 1.39760 0.80 0.48 -0.79
H 2.70349 -0.02548 -1.49733 0.15 0.36 -0.11
H 1.62291 1.32772 -1.38944 -0.60 -0.09 0.35
H 2.83413 1.10199 -0.12384 -0.13 0.14 -0.09
H 1.17991 -1.32794 -0.49211 -2.30 0.38 -0.37
H 0.40989 -0.18011 2.05305 -0.36 -1.84 0.12
H 2.26087 -0.28719 1.83971 -0.23 2.03 0.23
N -1.65754 0.96348 0.78429 0.53 0.43 -2.10
C -2.00833 -0.38092 0.24516 -1.29 0.21 1.12
N -1.37258 -0.93201 -0.93439 -0.02 0.05 0.46
H -0.78270 1.21336 0.31582 0.44 -0.20 0.76
H -2.23248 1.65479 0.29541 -0.44 -0.20 0.35
H -1.89975 -1.02019 1.12351 0.30 -0.42 -0.24
H -3.08402 -0.33114 0.05946 -0.07 -0.21 0.08
H -2.02708 -1.28203 -1.61028 0.03 0.34 -0.30
H -0.61846 -0.38043 -1.30084 -0.12 -0.03 -0.28
```
Positions in Å, forces in eV/Å.

Kohn-Sham gap, eV: 7.91
SMILES: C=CC.NCN
Highest occupied orbital energy, eV: -7.6857

Löwdin analysis output, partial charges in e: -0.13, -0.28, 0.01, 0.07, 0.07, 0.08, 0.10, 0.04, 0.06, -0.01, -0.36, 0.00, 0.03, 0.06, 0.09, 0.10, 0.06, 0.03



The following is a DFT calculation (ωB97M-V/def2-TZVPD) of a 2-piece molecular cluster, C4H12N2 overall in a non-equilibrium geometry.

XYZ file:
```
18
Properties=species:S:1:pos:R:3:forces:R:3
C 1.97393 -1.14245 -1.54889 -0.84 -2.33 3.37
C 2.33134 -0.40181 -0.26075 -1.35 -0.01 2.69
C 1.41890 0.87655 -0.04126 0.72 -1.17 -0.87
H 2.67662 -0.97037 -2.29571 1.04 0.23 -1.52
H 2.10982 -2.25280 -1.10475 -0.89 2.00 -2.13
H 0.93606 -0.82580 -1.84039 0.99 -0.95 0.11
H 2.20140 -1.05406 0.67457 -0.38 0.45 -1.38
H 3.40721 -0.18947 -0.08446 -0.53 0.53 -0.85
H 1.64910 1.22396 0.93077 0.48 1.04 0.88
H 0.29017 0.82417 -0.04356 1.29 -0.76 -0.54
H 1.80695 1.49174 -0.84978 -0.54 0.95 0.25
N -2.90333 1.32950 1.27143 1.39 -0.66 -0.32
C -3.14461 0.07671 0.78876 -2.17 0.61 0.20
N -2.30536 -0.84531 0.60939 0.53 -0.78 0.92
H -3.56685 2.06866 1.17931 -0.13 0.12 -0.22
H -1.92588 1.53761 1.33228 0.30 0.58 0.23
H -4.23263 0.04643 0.62612 -0.05 -0.86 0.02
H -2.72283 -1.79324 0.65692 0.15 1.01 -0.83
```
Positions in Å, forces in eV/Å.

Kohn-Sham gap, eV: 10.27
SMILES: [H]/N=C/N.CCC
Highest occupied orbital energy, eV: -9.2936

Löwdin analysis output, partial charges in e: -0.13, -0.34, -0.13, 0.02, 0.12, 0.08, 0.10, 0.10, 0.04, 0.06, 0.06, 0.08, -0.43, 0.05, 0.08, 0.08, 0.11, 0.05



The following is a DFT calculation (ωB97M-V/def2-TZVPD) of a 2-piece molecular cluster, C4H12N2 overall in a non-equilibrium geometry.

XYZ file:
```
18
Properties=species:S:1:pos:R:3:forces:R:3
C -2.36187 -0.13589 0.97270 0.13 0.20 -0.47
C -2.15429 -1.01219 -0.28052 -0.84 -0.36 0.95
N -2.36508 -0.25654 -1.51331 0.49 -0.12 -0.42
H -2.77230 -0.69302 1.81694 0.38 -0.07 0.04
H -3.06449 0.67385 0.76920 -0.01 -0.09 -0.16
H -1.40181 0.32908 1.21319 -0.18 0.01 0.39
H -2.85742 -1.85111 -0.21585 -0.07 0.13 -0.18
H -1.18046 -1.49650 -0.18310 0.16 0.21 -0.43
H -1.54731 -0.29142 -2.10939 0.08 0.11 0.10
H -3.10103 -0.65740 -2.07967 -0.12 -0.01 0.19
C 3.00955 -0.50885 0.80118 -0.23 -0.30 -0.14
C 2.76056 0.50996 -0.02381 1.06 0.79 1.61
N 1.81211 1.50280 0.15739 -0.93 1.53 -0.68
H 2.43730 -0.74872 1.68761 -0.37 -0.09 -0.26
H 3.90199 -1.08524 0.63358 0.13 -0.14 -0.04
H 3.63959 0.88919 -0.54063 -0.36 -0.35 -0.86
H 0.80765 1.41488 0.22016 0.22 -1.08 0.37
H 1.93548 2.34196 -0.39792 0.43 -0.37 -0.01
```
Positions in Å, forces in eV/Å.

Kohn-Sham gap, eV: 9.19
SMILES: C=CN.CCN
Highest occupied orbital energy, eV: -8.2128

Löwdin analysis output, partial charges in e: -0.11, -0.34, -0.02, 0.06, 0.06, 0.05, 0.10, 0.10, 0.06, 0.06, -0.04, -0.31, 0.02, 0.05, 0.03, 0.10, 0.07, 0.08



The following is a DFT calculation (ωB97M-V/def2-TZVPD) of a 2-piece molecular cluster, C4H12N2 overall in a non-equilibrium geometry.

XYZ file:
```
18
Properties=species:S:1:pos:R:3:forces:R:3
C 1.38319 -1.06221 -1.39936 -1.74 -0.75 0.98
C 0.20368 -0.29273 -2.16690 1.49 -1.14 -1.12
C -1.12727 -0.25961 -1.41253 -0.80 0.73 1.49
H 1.26097 -0.72392 -0.35332 0.58 -0.21 -0.23
H 2.47742 -1.00644 -1.67551 -1.52 0.15 -0.21
H 1.00710 -2.16152 -1.36666 1.06 1.65 -0.09
H 0.01696 -0.98610 -2.98383 0.06 0.34 -0.60
H 0.54353 0.66097 -2.65367 -0.48 -0.69 0.86
H -1.54011 0.77359 -1.31602 0.37 -0.69 -0.12
H -1.95524 -0.86907 -1.83351 0.78 0.28 -0.14
H -1.05023 -0.62173 -0.35224 0.20 0.28 -0.82
N -0.11149 0.08545 3.18307 -1.58 1.42 -2.01
C -0.12975 0.95701 2.05945 0.01 0.24 1.38
N -0.98809 1.93367 2.03892 1.74 -1.02 1.02
H 0.74378 -0.36794 3.46234 -0.35 0.01 0.00
H -0.83359 0.44177 3.83068 1.16 -0.68 -0.01
H 0.63910 0.72866 1.27157 -0.35 0.43 0.88
H -0.53996 2.77016 1.66750 -0.64 -0.37 -1.26
```
Positions in Å, forces in eV/Å.

Kohn-Sham gap, eV: 9.83
SMILES: [H]/N=C/N.CCC
Highest occupied orbital energy, eV: -8.8267

Löwdin analysis output, partial charges in e: -0.12, -0.31, -0.14, 0.02, 0.07, 0.09, 0.07, 0.10, 0.07, 0.07, 0.06, 0.05, -0.36, 0.02, 0.07, 0.09, 0.10, 0.03



The following is a DFT calculation (ωB97M-V/def2-TZVPD) of one molecule with the formula C4H12N2.

XYZ file:
```
18
Properties=species:S:1:pos:R:3:forces:R:3
N 2.43351 0.49331 0.94182 0.12 -0.39 -0.07
C 1.98415 0.80539 -0.42429 -0.32 -0.47 -0.01
C 0.47474 0.96021 -0.49472 -0.10 0.36 -0.02
N -0.21353 -0.29963 -0.24692 -0.38 0.08 0.26
C -1.66873 -0.10394 -0.06350 0.72 -0.57 -0.01
C -2.33355 -1.44359 0.18602 0.07 -0.18 -0.43
H 3.44152 0.36101 0.92493 -0.04 0.23 0.07
H 2.09637 -0.43410 1.20525 -0.04 0.27 -0.06
H 2.45532 1.73043 -0.74527 0.06 0.10 0.01
H 2.24576 0.01052 -1.13410 0.13 0.11 -0.08
H 0.19736 1.30935 -1.49480 0.07 -0.10 -0.02
H 0.14510 1.75301 0.19648 0.12 -0.05 0.11
H 0.11922 -0.66665 0.64199 0.02 -0.05 -0.13
H -2.06871 0.33333 -0.97524 -0.04 0.26 0.00
H -1.83847 0.55266 0.79122 -0.26 0.36 -0.03
H -2.17904 -2.09275 -0.68466 -0.01 0.08 0.19
H -1.88085 -1.93834 1.04952 -0.21 0.02 0.04
H -3.41018 -1.33021 0.32627 0.09 -0.04 0.18
```
Positions in Å, forces in eV/Å.

Kohn-Sham gap, eV: 10.19
SMILES: CCNCCN
Highest occupied orbital energy, eV: -9.0025

Löwdin analysis output, partial charges in e: -0.01, -0.29, -0.27, -0.09, -0.30, -0.11, 0.06, 0.05, 0.11, 0.11, 0.11, 0.11, 0.09, 0.11, 0.11, 0.07, 0.07, 0.07



Number 1: DFT total energy -7321.3304 eV. Number 2: DFT total energy -7318.6638 eV. Number 3: DFT total energy -7321.3421 eV. Number 4: DFT total energy -7321.3592 eV. Number 5: DFT total energy -7321.1995 eV. Number 6: DFT total energy -7322.5316 eV.